1.
{
  "formula": "C10H35N13O7",
  "method": "ωB97M-V/def2-TZVPD",
  "species": ["C", "O", "C", "C", "C", "N", "H", "H", "H", "H", "H", "H", "H", "H", "H", "H", "H", "N", "C", "N", "O", "H", "H", "H", "H", "N", "C", "N", "O", "H", "H", "H", "H", "N", "C", "N", "O", "H", "H", "H", "H", "N", "C", "N", "O", "H", "H", "H", "H", "N", "C", "N", "O", "H", "H", "H", "H", "N", "C", "N", "O", "H", "H", "H", "H"],
  "xyz": [[-2.4064, -7.9951, -1.4558], [-1.6858, -7.2826, -0.4679], [-2.5986, -6.5083, 0.2432], [-2.2832, -5.9368, 1.5979], [-1.7585, -7.1948, 2.4172], [-3.3920, -5.2719, 2.2613], [-3.3124, -7.4368, -1.6911], [-2.7918, -8.9992, -1.2789], [-1.6335, -7.9425, -2.2227], [-2.7147, -5.6452, -0.4123], [-3.6409, -6.8246, 0.2837], [-1.5277, -5.1516, 1.5724], [-1.7478, -7.0128, 3.4919], [-0.8050, -7.6195, 2.1032], [-2.4753, -8.0148, 2.3734], [-3.0622, -5.1198, 3.2038], [-4.2510, -5.7992, 2.3263], [-4.6526, -7.4988, 12.5173], [-4.0649, -7.3526, 13.6814], [-4.4676, -8.2218, 14.5098], [-3.0995, -6.6504, 13.8517], [-5.4903, -8.0546, 12.6146], [-4.2779, -7.0863, 11.6750], [-3.9945, -8.5290, 15.3476], [-5.3290, -8.6883, 14.2640], [-3.1452, -0.7506, 9.1302], [-3.6712, -1.8368, 9.3417], [-4.6126, -1.6725, 10.2406], [-3.4859, -2.9372, 8.8098], [-2.6972, -0.5794, 8.2414], [-3.6093, 0.0279, 9.5761], [-5.1084, -2.4857, 10.5768], [-4.7304, -0.7843, 10.7068], [-7.3968, 3.9797, 13.2216], [-6.5978, 4.0785, 12.2257], [-7.0487, 5.0572, 11.5234], [-5.8331, 3.2091, 11.9504], [-7.3701, 3.0432, 13.5990], [-7.9734, 4.7241, 13.5869], [-6.5450, 5.3335, 10.6927], [-7.7011, 5.7250, 11.9089], [3.8851, -3.4782, 4.6013], [3.0263, -2.6474, 5.1213], [2.7042, -2.9551, 6.3766], [2.6854, -1.5778, 4.6083], [4.2398, -4.2397, 5.1622], [4.3050, -3.2934, 3.7016], [3.1043, -3.8605, 6.5773], [2.1313, -2.3308, 6.9262], [-0.0776, 3.2627, 5.3608], [-1.0493, 3.8919, 4.7587], [-1.2525, 3.2666, 3.6523], [-1.5501, 4.9387, 5.0870], [0.3995, 3.7490, 6.1064], [0.3762, 2.4600, 4.9487], [-0.5884, 2.5534, 3.3867], [-1.9068, 3.6883, 3.0087], [-7.2946, -8.8331, 6.9279], [-7.4919, -10.0935, 7.2222], [-8.3243, -10.6882, 6.5337], [-6.9177, -10.7349, 8.1237], [-6.5641, -8.3234, 7.4040], [-7.8866, -8.3454, 6.2708], [-8.7899, -10.3082, 5.7220], [-8.6414, -11.5820, 6.8810]],
  "nbo_charge": [-0.25, -0.53, -0.08, -0.06, -0.64, -0.82, 0.17, 0.17, 0.20, 0.17, 0.16, 0.19, 0.20, 0.22, 0.20, 0.36, 0.35, -0.83, 0.74, -0.81, -0.67, 0.37, 0.42, 0.41, 0.36, -0.78, 0.74, -0.83, -0.70, 0.40, 0.38, 0.40, 0.37, -0.83, 0.74, -0.81, -0.66, 0.40, 0.38, 0.40, 0.38, -0.82, 0.75, -0.83, -0.69, 0.38, 0.42, 0.38, 0.43, -0.83, 0.74, -0.82, -0.67, 0.40, 0.38, 0.38, 0.40, -0.82, 0.73, -0.79, -0.71, 0.41, 0.38, 0.38, 0.41],
  "homo_lumo_gap_ha": 0.3533,
  "smiles": "COC[C@H](C)N.NC(N)=O.NC(N)=O.NC(N)=O.NC(N)=O.NC(N)=O.NC(N)=O",
  "relative_energy_kj_mol": 742.7,
  "e_tot_ha": -1640.51297
}

2.
{
  "formula": "C10H35NO7",
  "method": "ωB97M-V/def2-TZVPD",
  "species": ["C", "O", "C", "C", "C", "N", "H", "H", "H", "H", "H", "H", "H", "H", "H", "H", "H", "C", "O", "H", "H", "H", "H", "C", "O", "H", "H", "H", "H", "C", "O", "H", "H", "H", "H", "C", "O", "H", "H", "H", "H", "C", "O", "H", "H", "H", "H", "C", "O", "H", "H", "H", "H"],
  "xyz": [[1.1569, -1.2534, 3.1550], [1.0600, -0.0457, 2.4261], [0.0843, 0.7416, 2.9274], [-0.3903, 1.7813, 1.9042], [0.6776, 2.8060, 1.4836], [-1.5825, 2.5030, 2.4570], [2.0278, -1.8037, 2.7246], [0.1418, -1.7090, 3.2051], [1.4267, -1.0513, 4.2207], [-0.7377, 0.1184, 3.2875], [0.4277, 1.3659, 3.7486], [-0.7644, 1.2585, 1.0121], [0.2321, 3.6050, 0.8640], [1.4798, 2.3807, 0.8973], [0.9748, 3.4072, 2.3807], [-1.8615, 3.1142, 1.6923], [-2.3621, 1.8553, 2.6116], [-2.4119, 2.8749, -1.0547], [-1.3167, 2.0365, -1.4996], [-2.8200, 3.3149, -1.9498], [-3.1633, 2.2651, -0.5055], [-2.0307, 3.6224, -0.3860], [-1.6953, 1.1682, -1.6339], [1.3380, 3.5516, -2.2178], [1.1399, 2.5728, -3.2576], [0.7742, 3.2268, -1.3293], [2.3952, 3.5697, -1.9418], [1.0365, 4.5853, -2.3975], [0.1791, 2.3200, -3.1808], [-0.9416, -1.3778, -2.5780], [-1.3183, -0.6326, -1.4137], [-0.2813, -2.2385, -2.3194], [-1.9101, -1.7449, -2.9020], [-0.4667, -0.7870, -3.3494], [-0.4844, -0.2746, -1.0129], [1.7849, -4.9657, -1.5711], [2.0845, -6.0386, -2.4318], [2.6011, -4.6173, -0.9564], [1.4850, -4.1147, -2.2158], [0.9602, -5.2107, -0.8686], [2.6043, -6.7012, -1.9349], [-2.4318, -2.3399, 1.9895], [-1.7450, -3.0237, 0.9462], [-3.5208, -2.4443, 1.9519], [-2.0664, -2.8031, 2.9216], [-2.1606, -1.2631, 1.8984], [-2.0776, -2.7300, 0.0989], [2.2633, -0.1338, -1.2656], [1.2053, -0.4211, -0.3828], [2.6296, 0.8944, -1.3666], [3.0854, -0.8073, -1.1489], [1.8706, -0.3280, -2.2521], [1.4143, -0.0787, 0.5200]],
  "nbo_charge": [-0.25, -0.56, -0.06, -0.07, -0.63, -0.84, 0.21, 0.18, 0.17, 0.16, 0.17, 0.18, 0.21, 0.22, 0.22, 0.35, 0.35, -0.25, -0.78, 0.18, 0.17, 0.17, 0.50, -0.26, -0.74, 0.18, 0.17, 0.16, 0.48, -0.26, -0.79, 0.17, 0.18, 0.17, 0.51, -0.25, -0.72, 0.16, 0.18, 0.16, 0.46, -0.25, -0.73, 0.17, 0.18, 0.16, 0.47, -0.26, -0.76, 0.18, 0.16, 0.18, 0.51],
  "homo_lumo_gap_ha": 0.3740,
  "smiles": "COC[C@H](C)N.CO.CO.CO.CO.CO.CO",
  "relative_energy_kj_mol": 27.8,
  "e_tot_ha": -983.29388
}

3.
{
  "formula": "C10H35O7",
  "method": "ωB97M-V/def2-TZVPD",
  "species": ["O", "H", "H", "H", "C", "O", "H", "H", "H", "H", "C", "O", "H", "H", "H", "H", "C", "O", "H", "H", "H", "H", "C", "O", "H", "H", "H", "H", "C", "C", "C", "O", "H", "H", "H", "H", "H", "H", "H", "H", "C", "C", "C", "O", "H", "H", "H", "H", "H", "H", "H", "H"],
  "xyz": [[0.2019, 0.1942, 0.5690], [-0.0113, 0.0309, -0.3607], [-0.7544, 0.0590, 0.9336], [0.4462, 0.9572, 0.6063], [-2.3046, 2.7186, 1.4744], [-2.1510, 1.4065, 1.4575], [-2.5506, 2.7155, 0.4233], [-1.4918, 2.9551, 1.6544], [-2.9435, 3.2337, 2.1016], [-3.0476, 1.2175, 1.8679], [0.8306, 1.4822, 3.5477], [1.9465, 1.4541, 2.7380], [0.9090, 1.9786, 4.4812], [0.6462, 0.5731, 3.8105], [-0.0542, 1.7739, 3.0435], [2.6591, 2.0641, 3.0515], [0.3443, 3.1801, -1.1923], [1.0286, 2.4935, -0.1483], [0.3828, 2.4916, -2.0948], [0.8620, 4.0920, -1.2338], [-0.6378, 3.3882, -0.6771], [1.7562, 2.9903, -0.2159], [-1.3271, -2.6694, 2.5920], [-1.4004, -1.2970, 2.2837], [-2.3656, -3.0463, 2.4707], [-0.9737, -2.7439, 3.5881], [-0.5164, -3.1459, 1.8712], [-1.7240, -0.9357, 3.0352], [-1.4820, -1.5314, -3.1965], [-2.1544, -0.9701, -1.8893], [-2.1287, -1.9772, -0.7086], [-1.4880, 0.2831, -1.5295], [-1.3868, -0.9172, -3.8718], [-2.0300, -2.4017, -3.5432], [-0.5217, -1.7163, -3.0247], [-3.1281, -0.8321, -2.0431], [-2.7397, -2.7525, -1.0294], [-2.6499, -1.4266, -0.1628], [-1.1563, -2.0597, -0.4580], [-1.5851, 0.9902, -2.2764], [4.0428, -0.5610, -1.8762], [2.6024, -1.3096, -1.8484], [2.4423, -1.9861, -0.4934], [1.5359, -0.3708, -1.8667], [4.1482, 0.0270, -2.6110], [4.7263, -1.3309, -2.0767], [4.2623, -0.0932, -0.9883], [2.6456, -1.9488, -2.7657], [1.4179, -2.2879, -0.5017], [2.3520, -1.3504, 0.4396], [2.8896, -3.1302, -0.5745], [1.6260, 0.0421, -2.7821]],
  "nbo_charge": [-0.75, 0.57, 0.58, 0.51, -0.23, -0.73, 0.17, 0.15, 0.18, 0.48, -0.24, -0.73, 0.18, 0.16, 0.14, 0.49, -0.27, -0.75, 0.18, 0.19, 0.19, 0.48, -0.25, -0.75, 0.18, 0.18, 0.19, 0.47, -0.61, 0.15, -0.61, -0.79, 0.19, 0.21, 0.21, 0.15, 0.23, 0.20, 0.20, 0.50, -0.61, 0.10, -0.67, -0.76, 0.19, 0.21, 0.20, 0.18, 0.20, 0.25, 0.24, 0.48],
  "homo_lumo_gap_ha": 0.3881,
  "total_charge": 1,
  "relative_energy_kj_mol": 1059.2,
  "e_tot_ha": -928.01101
}

What is the formula in the third record?
C10H35O7

Repeat the second record exactly.
{
  "formula": "C10H35NO7",
  "method": "ωB97M-V/def2-TZVPD",
  "species": ["C", "O", "C", "C", "C", "N", "H", "H", "H", "H", "H", "H", "H", "H", "H", "H", "H", "C", "O", "H", "H", "H", "H", "C", "O", "H", "H", "H", "H", "C", "O", "H", "H", "H", "H", "C", "O", "H", "H", "H", "H", "C", "O", "H", "H", "H", "H", "C", "O", "H", "H", "H", "H"],
  "xyz": [[1.1569, -1.2534, 3.1550], [1.0600, -0.0457, 2.4261], [0.0843, 0.7416, 2.9274], [-0.3903, 1.7813, 1.9042], [0.6776, 2.8060, 1.4836], [-1.5825, 2.5030, 2.4570], [2.0278, -1.8037, 2.7246], [0.1418, -1.7090, 3.2051], [1.4267, -1.0513, 4.2207], [-0.7377, 0.1184, 3.2875], [0.4277, 1.3659, 3.7486], [-0.7644, 1.2585, 1.0121], [0.2321, 3.6050, 0.8640], [1.4798, 2.3807, 0.8973], [0.9748, 3.4072, 2.3807], [-1.8615, 3.1142, 1.6923], [-2.3621, 1.8553, 2.6116], [-2.4119, 2.8749, -1.0547], [-1.3167, 2.0365, -1.4996], [-2.8200, 3.3149, -1.9498], [-3.1633, 2.2651, -0.5055], [-2.0307, 3.6224, -0.3860], [-1.6953, 1.1682, -1.6339], [1.3380, 3.5516, -2.2178], [1.1399, 2.5728, -3.2576], [0.7742, 3.2268, -1.3293], [2.3952, 3.5697, -1.9418], [1.0365, 4.5853, -2.3975], [0.1791, 2.3200, -3.1808], [-0.9416, -1.3778, -2.5780], [-1.3183, -0.6326, -1.4137], [-0.2813, -2.2385, -2.3194], [-1.9101, -1.7449, -2.9020], [-0.4667, -0.7870, -3.3494], [-0.4844, -0.2746, -1.0129], [1.7849, -4.9657, -1.5711], [2.0845, -6.0386, -2.4318], [2.6011, -4.6173, -0.9564], [1.4850, -4.1147, -2.2158], [0.9602, -5.2107, -0.8686], [2.6043, -6.7012, -1.9349], [-2.4318, -2.3399, 1.9895], [-1.7450, -3.0237, 0.9462], [-3.5208, -2.4443, 1.9519], [-2.0664, -2.8031, 2.9216], [-2.1606, -1.2631, 1.8984], [-2.0776, -2.7300, 0.0989], [2.2633, -0.1338, -1.2656], [1.2053, -0.4211, -0.3828], [2.6296, 0.8944, -1.3666], [3.0854, -0.8073, -1.1489], [1.8706, -0.3280, -2.2521], [1.4143, -0.0787, 0.5200]],
  "nbo_charge": [-0.25, -0.56, -0.06, -0.07, -0.63, -0.84, 0.21, 0.18, 0.17, 0.16, 0.17, 0.18, 0.21, 0.22, 0.22, 0.35, 0.35, -0.25, -0.78, 0.18, 0.17, 0.17, 0.50, -0.26, -0.74, 0.18, 0.17, 0.16, 0.48, -0.26, -0.79, 0.17, 0.18, 0.17, 0.51, -0.25, -0.72, 0.16, 0.18, 0.16, 0.46, -0.25, -0.73, 0.17, 0.18, 0.16, 0.47, -0.26, -0.76, 0.18, 0.16, 0.18, 0.51],
  "homo_lumo_gap_ha": 0.3740,
  "smiles": "COC[C@H](C)N.CO.CO.CO.CO.CO.CO",
  "relative_energy_kj_mol": 27.8,
  "e_tot_ha": -983.29388
}